P:
This record from the OMol25 dataset describes H15O7 as an isolated structure. The level of theory is wB97M-V/def2-TZVPD.

The geometry in XYZ format:
```
22
Properties=species:S:1:pos:R:3:mulliken_charge:R:1
O -0.29 0.19 -2.16 -0.456
H -0.37 0.35 -3.12 0.347
H 0.64 0.11 -1.90 0.449
O -1.20 -1.58 2.12 -0.597
H -0.45 -1.95 1.59 0.372
H -1.36 -2.17 2.86 0.344
O 1.86 -0.20 -0.85 -0.709
H 2.78 -0.39 -1.13 0.272
H 1.11 1.08 2.44 0.244
O 1.29 2.25 -0.02 -0.375
H 0.45 0.91 2.15 -0.225
H 1.56 1.33 -0.20 0.379
O -1.55 -0.42 0.30 -0.568
H -0.97 -1.09 -0.10 0.459
H -1.66 -0.71 1.23 0.408
O 0.56 -1.94 0.01 -0.678
H 0.77 -2.80 -0.36 0.288
H 1.27 -1.20 -0.30 0.325
O -1.24 2.08 -0.71 -0.513
H -1.60 1.20 -0.54 0.389
H -1.96 2.66 -0.96 0.342
H 0.37 2.30 -0.33 0.501
```

## Properties
- Highest occupied orbital energy: -15.2 eV
- Charge: +1
- Kohn-Sham gap: 4.25 eV

---

Q:
This record from the OMol25 dataset describes a 7-piece molecular cluster, H15O7 overall. The level of theory is wB97M-V/def2-TZVPD.

The geometry in XYZ format:
```
22
Properties=species:S:1:pos:R:3:mulliken_charge:R:1
O -1.22 1.44 -17.75 -0.206
H -1.92 1.09 -17.16 0.403
H -0.48 0.86 -17.51 0.294
H -1.19 2.39 -17.60 0.570
O -1.85 -1.97 -17.06 -0.631
H -2.20 -2.86 -17.28 0.296
H -2.63 -1.44 -17.04 0.347
O -0.31 0.23 -15.29 -0.580
H 0.31 -0.47 -15.06 0.323
H 0.09 1.05 -15.05 0.277
O -1.03 4.19 -17.09 -0.671
H -0.25 4.47 -16.60 0.323
H -1.73 4.75 -16.80 0.329
O 0.82 -2.11 -17.70 -0.638
H -0.10 -2.09 -17.39 0.384
H 1.09 -1.21 -17.78 0.377
O -3.48 0.13 -16.62 -0.784
H -4.27 0.68 -16.69 0.303
H -3.32 0.03 -15.66 0.363
O 1.52 0.59 -17.69 -0.708
H 1.72 1.13 -16.94 0.286
H 2.39 0.22 -17.77 0.343
```

## Properties
- Highest occupied orbital energy: -13.4 eV
- Charge: +1
- Kohn-Sham gap: 9.69 eV

---

R:
This record from the OMol25 dataset describes a 7-piece molecular cluster, H15O7 overall. The level of theory is wB97M-V/def2-TZVPD.

The geometry in XYZ format:
```
22
Properties=species:S:1:pos:R:3:mulliken_charge:R:1
O -2.30 -0.60 0.45 -0.627
H -3.22 -0.57 0.34 0.274
H -2.03 0.29 0.76 0.334
O 0.09 2.06 2.58 -0.642
H 0.31 2.68 3.28 0.298
H 0.33 2.44 1.80 0.292
O 0.29 -0.30 1.28 -0.556
H -0.21 0.46 1.21 0.284
H 0.80 -0.20 2.19 0.335
O -2.36 1.89 0.38 -0.530
H -1.63 1.86 1.00 0.257
H -1.91 2.46 -0.12 0.328
O 2.29 -1.25 -2.71 -0.671
H 3.16 -0.79 -2.54 0.337
H 1.32 -1.46 -1.19 0.629
O 1.37 -1.91 -0.20 -0.614
H 0.50 -2.40 0.06 0.435
H 1.15 -1.00 0.35 0.522
O 0.06 -0.39 -1.65 -0.678
H 2.48 -2.20 -2.95 0.339
H 0.25 -0.22 -2.59 0.317
H -0.75 -0.84 -1.72 0.336
```

## Properties
- Highest occupied orbital energy: -14.1 eV
- Charge: +1
- Kohn-Sham gap: 10.90 eV

---

Going by the energies, Q is most stable and the next is 1.534 eV up.

---

P:
This record from the OMol25 dataset describes C55H46MoN4O7P2S2Si as an isolated structure. The level of theory is wB97M-V/def2-TZVPD.

The geometry in XYZ format:
```
118
Properties=species:S:1:pos:R:3:mulliken_spin:R:1
Mo 0.19 0.56 -0.33 0.085
C -3.09 2.22 0.53 -0.007
Si -1.33 1.90 1.21 0.005
C -0.62 3.62 1.63 0.005
C -1.33 4.75 2.05 0.001
C -0.67 5.95 2.29 0.000
C 0.70 6.05 2.13 0.001
C 1.43 4.94 1.72 -0.001
C 0.76 3.76 1.44 -0.006
P 1.65 2.26 0.96 -0.008
C 3.05 2.72 -0.01 0.017
C 3.96 1.65 -0.30 0.006
C 4.67 1.54 -1.44 -0.002
C 4.38 2.42 -2.61 -0.001
C 3.63 3.73 -2.34 0.063
C 2.64 3.63 -1.15 0.075
C 2.37 1.91 2.62 -0.002
C 3.74 2.00 2.88 0.000
C 4.22 1.74 4.16 0.000
C 3.35 1.42 5.19 0.000
C 1.98 1.38 4.95 0.000
C 1.50 1.62 3.67 0.000
C -1.68 0.92 2.82 -0.003
C -2.03 1.47 4.05 -0.002
C -2.44 0.66 5.10 0.000
C -2.56 -0.71 4.90 0.000
C -2.21 -1.28 3.69 0.002
C -1.73 -0.47 2.66 0.002
P -1.33 -1.15 1.00 -0.011
C -0.31 -2.65 1.36 0.005
C 0.20 -2.99 2.61 -0.001
C 0.95 -4.15 2.77 0.000
C 1.23 -4.96 1.68 0.000
C 0.76 -4.60 0.42 -0.002
C 0.00 -3.46 0.27 -0.026
C -2.97 -2.01 0.79 -0.007
C -3.11 -3.33 0.42 0.020
C -4.37 -3.92 0.40 -0.003
C -5.50 -3.19 0.74 0.004
C -5.36 -1.86 1.09 -0.003
C -4.11 -1.27 1.12 0.022
H -3.83 2.28 1.32 0.000
H -3.36 1.38 -0.12 0.007
H -3.13 3.13 -0.06 0.000
H -2.40 4.69 2.19 0.000
H -1.24 6.82 2.60 0.000
H 1.21 6.98 2.33 0.000
H 2.51 4.99 1.60 0.000
H 4.14 0.92 0.48 0.000
H 5.41 0.76 -1.57 0.000
H 5.26 2.58 -3.23 -0.001
H 4.24 4.63 -2.29 -0.006
H 2.44 4.64 -0.78 0.018
H 4.42 2.29 2.10 0.000
H 5.28 1.80 4.34 0.000
H 3.74 1.21 6.18 0.000
H 1.29 1.17 5.75 0.000
H 0.44 1.60 3.49 0.001
H -1.98 2.54 4.19 0.000
H -2.69 1.09 6.06 0.000
H -2.93 -1.34 5.70 0.000
H -2.34 -2.34 3.53 0.000
H 0.00 -2.36 3.47 0.000
H 1.31 -4.42 3.75 0.000
H 1.81 -5.86 1.81 0.000
H 1.00 -5.21 -0.44 0.000
H -0.37 -3.19 -0.72 0.011
H -2.26 -3.94 0.13 -0.009
H -4.47 -4.97 0.12 0.000
H -6.47 -3.66 0.73 0.000
H -6.23 -1.27 1.34 0.000
H -4.01 -0.23 1.40 0.002
O 4.26 -3.62 -1.16 0.000
C 4.22 -3.34 0.13 -0.001
O 4.91 -3.90 0.95 0.000
C 3.28 -2.27 0.56 0.003
C 3.18 -1.80 1.85 0.000
N 2.25 -0.84 1.86 0.004
N 1.73 -0.64 0.64 -0.003
C 2.33 -1.52 -0.16 0.006
C 1.73 -1.69 -1.52 -0.009
O 2.27 -2.44 -2.34 0.002
O 0.64 -1.06 -1.69 0.047
H 3.55 -3.17 -1.70 0.000
H 3.71 -2.11 2.73 0.000
H 1.92 -0.31 2.65 0.000
O -2.78 -0.88 -1.50 0.332
S -1.83 1.93 -2.57 -0.036
N -0.98 1.33 -1.45 -0.036
O -6.66 -4.94 -6.06 0.002
C -5.32 -5.07 -6.03 -0.004
O -4.78 -5.91 -6.70 0.015
C -4.56 -4.14 -5.14 0.079
C -3.19 -4.02 -5.37 -0.038
C -2.43 -3.16 -4.61 0.070
C -3.02 -2.44 -3.57 -0.017
S -1.99 -1.34 -2.68 0.503
C -4.38 -2.59 -3.31 0.065
C -5.15 -3.43 -4.09 -0.047
H -6.96 -4.19 -5.53 0.000
H -2.75 -4.61 -6.16 -0.001
H -1.37 -3.05 -4.78 0.005
H -4.81 -2.03 -2.48 0.008
H -6.20 -3.56 -3.85 -0.002
C 3.12 4.23 -4.88 -0.001
C 2.74 3.51 -3.60 0.085
C 1.35 3.67 -3.15 0.692
C 1.33 3.10 -1.79 -0.082
N 1.47 1.61 -1.83 0.023
C 2.26 1.16 -2.72 -0.019
C 3.18 1.99 -3.54 0.103
H 3.05 5.31 -4.72 -0.007
H 2.44 3.96 -5.68 -0.002
H 4.14 3.99 -5.18 0.002
H 0.49 3.80 -3.78 -0.035
H 0.45 3.34 -1.20 0.029
H 2.34 0.09 -2.85 0.014
H 3.45 1.50 -4.48 0.002
```

## Properties
- 2S+1: 3
- Highest occupied orbital energy (spin up / spin down): -6.1 / -6.1 eV
- Charge: 0
- Kohn-Sham gap (spin up / spin down): 5.32 / 4.46 eV

---

Q:
This record from the OMol25 dataset describes C55H46MoN4O7P2S2Si as an isolated structure. The level of theory is wB97M-V/def2-TZVPD.

The geometry in XYZ format:
```
118
Properties=species:S:1:pos:R:3:mulliken_spin:R:1
Mo 0.44 0.79 0.38 2.010
C -2.58 2.65 2.17 0.001
Si -1.61 1.05 1.74 -0.059
C -1.16 0.31 3.46 -0.013
C -1.79 0.68 4.65 -0.004
C -1.63 -0.06 5.82 0.001
C -0.87 -1.23 5.79 0.000
C -0.22 -1.60 4.63 0.000
C -0.31 -0.80 3.48 0.000
P 0.57 -1.17 1.91 -0.108
C 2.24 -1.78 2.38 0.018
C 3.08 -2.18 1.33 0.006
C 4.35 -2.67 1.57 0.002
C 4.84 -2.71 2.87 -0.001
C 4.06 -2.23 3.91 0.001
C 2.77 -1.78 3.67 0.003
C -0.29 -2.72 1.38 0.001
C 0.28 -3.61 0.47 0.007
C -0.40 -4.75 0.07 0.002
C -1.68 -5.01 0.55 -0.002
C -2.27 -4.12 1.43 0.002
C -1.58 -2.99 1.85 -0.009
C -3.06 -0.12 1.28 0.026
C -4.02 -0.39 2.26 0.001
C -5.11 -1.21 2.04 0.001
C -5.29 -1.79 0.80 0.000
C -4.37 -1.55 -0.21 -0.002
C -3.25 -0.74 0.03 -0.044
P -2.19 -0.42 -1.41 0.037
C -2.69 -1.68 -2.60 -0.001
C -3.40 -1.40 -3.76 0.000
C -3.78 -2.44 -4.60 0.000
C -3.47 -3.75 -4.27 0.000
C -2.77 -4.03 -3.10 0.000
C -2.38 -3.00 -2.27 0.001
C -2.72 1.18 -2.07 0.017
C -3.66 1.94 -1.39 -0.018
C -4.08 3.16 -1.92 0.000
C -3.56 3.61 -3.12 -0.001
C -2.62 2.85 -3.81 0.002
C -2.20 1.63 -3.29 0.004
H -3.49 2.44 2.75 -0.001
H -2.91 3.16 1.26 0.007
H -1.99 3.36 2.77 -0.002
H -2.44 1.55 4.67 0.000
H -2.12 0.25 6.73 0.000
H -0.78 -1.84 6.68 0.000
H 0.35 -2.52 4.61 0.000
H 2.75 -2.05 0.31 0.010
H 4.97 -2.99 0.74 0.000
H 5.85 -3.08 3.05 0.000
H 4.45 -2.22 4.92 0.000
H 2.20 -1.40 4.50 0.000
H 1.27 -3.44 0.08 0.000
H 0.07 -5.44 -0.63 0.000
H -2.21 -5.91 0.24 0.000
H -3.26 -4.31 1.82 0.000
H -2.05 -2.32 2.55 -0.001
H -3.90 0.06 3.24 0.000
H -5.83 -1.39 2.84 0.000
H -6.14 -2.43 0.59 0.000
H -4.53 -2.00 -1.17 0.000
H -3.66 -0.38 -4.02 0.000
H -4.33 -2.22 -5.51 0.000
H -3.77 -4.56 -4.93 0.000
H -2.53 -5.05 -2.84 0.000
H -1.83 -3.22 -1.36 -0.003
H -4.08 1.59 -0.46 0.000
H -4.81 3.75 -1.39 0.000
H -3.88 4.56 -3.53 0.000
H -2.21 3.20 -4.74 0.000
H -1.47 1.04 -3.82 -0.001
O 1.68 4.27 -4.84 0.000
C 0.75 4.71 -4.02 0.000
O 0.14 5.73 -4.24 0.001
C 0.45 3.93 -2.79 0.010
C -0.33 4.46 -1.79 0.008
N -0.46 3.52 -0.85 0.022
N 0.18 2.39 -1.16 -0.073
C 0.73 2.60 -2.35 0.030
C 1.36 1.53 -3.19 -0.006
O 2.20 1.80 -4.01 0.001
O 0.71 0.37 -3.22 -0.004
H 2.04 3.40 -4.53 0.000
H -0.79 5.43 -1.72 0.000
H -1.03 3.51 -0.02 0.002
O 0.08 -1.97 -3.14 0.008
S 0.59 -1.05 -2.15 -0.003
N -0.58 -0.54 -1.12 0.027
O 9.06 -0.77 1.22 0.000
C 8.18 -1.45 0.44 0.000
O 8.49 -2.53 0.02 0.000
C 6.87 -0.80 0.18 -0.002
C 6.15 -1.20 -0.94 0.003
C 4.90 -0.66 -1.20 0.000
C 4.32 0.27 -0.34 -0.011
S 2.76 0.97 -0.72 0.048
C 5.06 0.68 0.78 0.003
C 6.32 0.15 1.03 0.005
H 8.73 0.13 1.36 0.000
H 6.59 -1.93 -1.61 0.000
H 4.35 -0.96 -2.09 0.002
H 4.66 1.44 1.44 0.002
H 6.83 0.46 1.94 0.000
C 2.86 4.14 5.51 -0.001
C 2.32 3.43 4.30 0.007
C 2.83 2.20 3.89 -0.011
C 2.32 1.59 2.76 0.029
N 1.32 2.10 2.04 -0.010
C 0.84 3.29 2.42 0.025
C 1.31 3.98 3.52 -0.008
H 3.15 3.43 6.28 0.000
H 2.12 4.83 5.92 0.000
H 3.74 4.72 5.24 0.001
H 3.62 1.71 4.44 0.001
H 2.73 0.65 2.41 0.014
H 0.05 3.70 1.82 -0.007
H 0.87 4.93 3.78 0.000
```

## Properties
- 2S+1: 3
- Highest occupied orbital energy (spin up / spin down): -7.0 / -6.5 eV
- Charge: 0
- Kohn-Sham gap (spin up / spin down): 6.85 / 6.22 eV

---

Going by the energies, Q is most stable and the next is 4.220 eV up.